1.
{"formula": "C38H33BeFN3O6PS2", "method": "wB97M-V/def2-TZVPD", "symbols": ["Be", "O", "S", "O", "O", "C", "C", "C", "C", "C", "C", "P", "C", "C", "C", "C", "C", "C", "C", "C", "C", "C", "C", "C", "H", "H", "H", "H", "H", "H", "H", "H", "H", "H", "H", "H", "H", "H", "C", "C", "C", "C", "C", "C", "C", "F", "C", "C", "C", "O", "C", "C", "N", "C", "C", "O", "O", "H", "H", "H", "H", "H", "H", "H", "H", "H", "H", "H", "C", "C", "C", "C", "N", "C", "S", "N", "C", "H", "H", "H", "H", "H", "H", "H", "H"], "positions_angstrom": [[-0.7634, 0.2072, -0.1017], [0.1082, -1.6045, 2.7752], [0.7477, -1.3175, 1.5144], [0.5903, -2.2686, 0.4457], [0.3673, 0.0796, 1.0414], [2.4912, -1.1668, 1.8597], [2.8856, -1.5663, 3.1285], [4.2349, -1.6226, 3.4518], [5.1817, -1.2939, 2.4966], [4.7774, -0.8667, 1.2377], [3.4322, -0.7773, 0.8976], [2.8890, -0.0335, -0.7002], [2.9212, 1.7499, -0.2700], [2.3391, 2.6136, -1.1972], [2.2925, 3.9810, -0.9727], [2.8024, 4.5049, 0.2063], [3.3557, 3.6531, 1.1510], [3.4181, 2.2863, 0.9153], [4.4253, -0.2136, -1.6842], [4.7536, -1.5098, -2.0975], [5.8096, -1.7309, -2.9652], [6.5404, -0.6555, -3.4592], [6.2153, 0.6322, -3.0668], [5.1653, 0.8534, -2.1811], [2.1259, -1.8494, 3.8424], [4.5405, -1.9306, 4.4437], [6.2367, -1.3528, 2.7343], [5.5225, -0.5852, 0.5035], [1.8906, 2.2058, -2.0992], [1.8372, 4.6313, -1.7085], [2.7584, 5.5708, 0.3923], [3.7371, 4.0518, 2.0836], [3.8690, 1.6417, 1.6606], [4.1681, -2.3471, -1.7308], [6.0544, -2.7403, -3.2716], [7.3597, -0.8246, -4.1465], [6.7780, 1.4739, -3.4515], [4.9283, 1.8636, -1.8711], [-4.5393, -2.3469, -5.5694], [-3.2482, -3.0577, -5.1777], [-2.4065, -3.4860, -6.3689], [-1.8310, -2.2750, -7.0893], [-1.0292, -1.4468, -6.1199], [0.0430, -0.6925, -6.5328], [0.7773, 0.0550, -5.6126], [1.8197, 0.7687, -6.0685], [0.4681, 0.0766, -4.2861], [-0.6318, -0.6706, -3.8442], [-1.0145, -0.6131, -2.4439], [-0.3154, 0.0707, -1.6492], [-2.1620, -1.3500, -2.0607], [-2.8022, -2.1099, -2.9956], [-2.4419, -2.1948, -4.2809], [-1.3697, -1.4428, -4.7509], [-2.7245, -1.3411, -0.6629], [-3.6867, -2.0356, -0.4012], [-2.1230, -0.5400, 0.1568], [-5.1000, -2.9509, -6.2838], [-4.3323, -1.3741, -6.0173], [-5.1688, -2.1822, -4.6944], [-3.4919, -3.9451, -4.5941], [-3.0246, -4.0860, -7.0365], [-1.5878, -4.1193, -6.0175], [-2.6395, -1.6720, -7.5119], [-1.1985, -2.5849, -7.9207], [0.3297, -0.6730, -7.5773], [1.0516, 0.6457, -3.5737], [-3.6561, -2.6995, -2.6838], [-2.6608, -0.4120, 3.9392], [-1.9169, 0.8215, 3.5527], [-1.1252, 1.5570, 4.3862], [-0.4365, 2.6530, 3.8431], [-0.5242, 3.0046, 2.5679], [-1.2727, 2.2582, 1.7452], [-1.3442, 2.4608, 0.0601], [-1.9989, 1.2222, 2.2710], [0.4755, 3.4683, 4.7063], [-2.9124, -0.3938, 4.9967], [-2.0162, -1.2708, 3.7358], [-3.5682, -0.5292, 3.3472], [-1.0231, 1.2839, 5.4266], [-2.4738, 0.6261, 1.5935], [-0.0113, 3.7446, 5.6429], [0.7889, 4.3584, 4.1679], [1.3597, 2.8754, 4.9527]], "mulliken_charge": [-0.5112, -0.8449, 1.8014, -0.6937, 0.8581, -0.1223, -0.7518, -0.7057, -0.7478, -0.2474, -0.1982, 0.4427, 0.8517, 0.1946, -0.7170, -0.6672, -0.6357, -0.4537, 0.0749, -0.2392, -0.7115, -0.4382, -0.7474, -0.1932, 0.5691, 0.3995, 0.4000, 0.4087, -0.1457, 0.4359, 0.3559, 0.4175, 0.3485, 0.4044, 0.3992, 0.3889, 0.4018, 0.3462, -1.3364, -0.2838, -1.0690, -1.1138, 0.9689, -0.8349, -0.0636, -0.3482, -0.4631, 0.7109, 1.5846, -0.6665, -0.2428, -0.3713, 0.1738, -1.0768, 0.3500, -0.7431, -0.3449, 0.3965, 0.3539, 0.4157, 0.4835, 0.4207, 0.3764, 0.3613, 0.4636, 0.5211, 0.6233, 0.6194, -1.5095, 0.9921, -0.9430, 1.0134, -0.4325, 0.1510, -0.4664, 0.1346, -1.3236, 0.4812, 0.2286, 0.3502, 0.4312, 0.2712, 0.4132, 0.3463, 0.2696], "multiplicity": 1, "e_homo_ha": -0.2847, "total_energy_ha": -3336.20590, "e_above_lowest_kcal_mol": 0.0, "fmax_ev_per_a": 0.83}


2.
{"formula": "C38H33CaI2N9O3PS2", "method": "wB97M-V/def2-TZVPD", "symbols": ["Ca", "I", "C", "C", "C", "I", "C", "C", "C", "C", "N", "C", "C", "O", "H", "H", "H", "H", "N", "C", "C", "C", "C", "C", "C", "S", "O", "O", "N", "C", "N", "C", "C", "C", "N", "H", "H", "H", "H", "H", "H", "H", "H", "H", "N", "N", "C", "N", "S", "H", "H", "H", "H", "H", "N", "P", "C", "C", "C", "C", "C", "C", "C", "C", "C", "C", "C", "C", "C", "C", "C", "C", "C", "C", "H", "H", "H", "H", "H", "H", "H", "H", "H", "H", "H", "H", "H", "H", "H"], "positions_angstrom": [[0.6676, 0.1710, 0.8063], [4.7977, 3.3773, 2.2597], [3.3100, 2.4637, 3.3801], [3.2367, 2.8217, 4.7531], [2.3276, 2.2633, 5.5933], [2.3258, 2.8512, 7.5764], [1.4140, 1.2817, 5.0985], [0.4276, 0.6478, 5.8901], [-0.4162, -0.2688, 5.3519], [-0.3011, -0.5768, 3.9905], [0.6006, -0.0254, 3.2163], [1.4740, 0.9105, 3.7467], [2.4622, 1.5086, 2.8087], [2.5016, 1.1227, 1.5835], [3.9295, 3.5595, 5.1378], [0.3567, 0.9092, 6.9370], [-1.1767, -0.7487, 5.9517], [-0.9790, -1.2818, 3.5219], [-6.2347, 3.4226, -2.1565], [-5.1299, 3.0341, -1.3783], [-5.2282, 2.9371, 0.0085], [-4.1238, 2.5986, 0.7766], [-2.9175, 2.3533, 0.1391], [-2.8006, 2.4469, -1.2427], [-3.9055, 2.7923, -1.9977], [-1.5402, 1.7977, 1.0256], [-1.7210, 2.1868, 2.4004], [-1.5310, 0.3215, 0.7739], [-0.1979, 2.3422, 0.3570], [0.0760, 3.7270, 0.6046], [-0.8877, 4.5671, 0.9487], [-0.5318, 5.8161, 1.2227], [0.7754, 6.2626, 1.1630], [1.6910, 5.3194, 0.7479], [1.3610, 4.0634, 0.4533], [-7.1376, 3.2655, -1.7398], [-6.2065, 3.1133, -3.1140], [-6.1796, 3.1361, 0.4922], [-4.1951, 2.5335, 1.8567], [-1.8426, 2.2501, -1.7183], [-3.8167, 2.8742, -3.0780], [-1.3325, 6.4902, 1.5101], [1.0611, 7.2779, 1.4069], [2.7444, 5.5761, 0.6544], [3.4529, 0.1751, -1.1795], [3.0969, 1.5199, -1.4235], [2.2681, 1.8132, -2.4017], [2.0924, 3.1661, -2.6349], [1.4941, 0.6271, -3.3637], [2.7130, -0.3576, -1.6401], [3.3499, 0.0135, -0.1837], [3.4861, 2.2093, -0.8000], [1.9739, 3.6861, -1.7678], [1.3079, 3.2821, -3.2599], [1.3848, -1.7854, 0.0623], [0.7267, -2.7626, -0.9251], [1.2895, -2.8241, -2.6757], [2.6741, -2.7954, -2.8948], [3.1987, -2.8187, -4.1808], [2.3497, -2.8783, -5.2812], [0.9769, -2.9297, -5.0876], [0.4557, -2.9062, -3.7922], [1.0121, -4.5395, -0.5089], [1.6572, -4.8482, 0.6876], [1.9052, -6.1802, 1.0316], [1.5113, -7.2079, 0.1838], [0.8686, -6.9088, -1.0184], [0.6275, -5.5809, -1.3561], [-1.1021, -2.6658, -1.0625], [-1.7056, -1.5880, -1.7284], [-3.0823, -1.3930, -1.6781], [-3.8802, -2.2644, -0.9495], [-3.2967, -3.3258, -0.2652], [-1.9175, -3.5208, -0.3179], [3.3502, -2.7235, -2.0485], [4.2734, -2.7737, -4.3246], [2.7582, -2.8747, -6.2851], [0.3106, -2.9778, -5.9421], [-0.6159, -2.9580, -3.6663], [1.9655, -4.0273, 1.3261], [2.4109, -6.4097, 1.9626], [1.7071, -8.2398, 0.4534], [0.5659, -7.7078, -1.6873], [0.1361, -5.3525, -2.3000], [-1.0950, -0.8632, -2.2596], [-3.5281, -0.5432, -2.1854], [-4.9501, -2.1067, -0.8997], [-3.9103, -3.9983, 0.3208], [-1.4740, -4.3474, 0.2277]], "mulliken_charge": [1.9940, -0.0557, -0.5159, -0.4223, -0.3899, 0.0281, 1.1403, -0.7064, -1.0843, -0.2778, -0.2752, 0.2712, 0.3963, -0.6080, 0.3029, 0.1567, 0.3832, 0.5124, -0.5906, 1.0574, -0.7517, -0.7666, -0.1314, -0.8972, -0.7298, 2.1280, -0.8208, -0.6345, 0.4530, -0.0452, -0.4804, -0.2421, -0.9002, -0.1595, -0.3653, 0.2202, 0.2184, 0.2840, 0.5053, 0.4694, 0.2810, 0.4143, 0.3990, 0.4532, -0.7055, 0.1429, 0.5067, -0.6480, -0.3701, -0.0848, 0.4571, 0.2088, 0.2316, 0.3160, -1.2329, 1.3026, 0.2995, -0.2231, -0.7371, -0.4342, -0.6984, -0.0252, -0.3546, -0.5400, -0.5643, -0.3952, -0.6933, -0.1771, 0.1534, 0.2252, -0.7307, -0.6592, -0.6822, -0.6411, 0.3901, 0.3844, 0.3649, 0.3839, 0.3634, 0.3749, 0.3824, 0.3596, 0.3860, 0.3270, 0.2867, 0.4063, 0.3673, 0.3886, 0.3700], "multiplicity": 1, "e_homo_ha": -0.1810, "total_energy_ha": -4597.35947, "e_above_lowest_kcal_mol": 22.9, "total_charge": -1, "fmax_ev_per_a": 2.09}


3.
{"formula": "C38H33IrN3O5S2", "method": "wB97M-V/def2-TZVPD", "symbols": ["Ir", "O", "C", "C", "C", "C", "C", "C", "C", "N", "N", "C", "O", "C", "C", "C", "C", "C", "C", "H", "H", "H", "H", "H", "H", "H", "H", "H", "H", "C", "C", "C", "C", "C", "C", "C", "C", "S", "C", "N", "C", "C", "C", "C", "C", "C", "C", "C", "H", "H", "H", "H", "H", "H", "H", "H", "H", "H", "H", "H", "H", "H", "H", "H", "C", "C", "C", "C", "C", "C", "C", "S", "O", "O", "O", "H", "H", "H", "H", "H", "H", "H"], "positions_angstrom": [[0.5172, 1.7198, 0.2867], [0.6687, 1.3570, 2.2986], [1.7754, 1.2581, 2.9705], [1.7130, 0.9438, 4.3954], [2.7916, 1.2644, 5.1756], [4.0035, 1.7776, 4.6341], [4.1981, 1.7372, 3.2856], [3.1174, 1.4646, 2.4091], [3.4345, 1.4628, 1.0268], [2.4853, 1.6391, 0.0700], [2.9824, 1.7824, -1.1382], [2.0478, 1.8743, -2.0393], [0.8022, 1.8729, -1.7520], [2.4269, 1.9347, -3.4497], [3.7344, 1.9772, -3.8974], [4.0008, 1.7165, -5.2381], [2.9488, 1.6963, -6.1773], [1.6041, 1.7859, -5.7458], [1.3489, 1.9291, -4.3962], [0.7380, 0.5898, 4.8248], [2.7492, 1.1354, 6.2805], [4.7734, 2.1814, 5.3158], [5.1484, 1.9956, 2.8543], [4.4143, 1.2309, 0.6451], [4.5686, 2.1912, -3.2144], [5.0175, 1.5743, -5.5625], [3.1520, 1.5754, -7.2274], [0.7707, 1.7114, -6.4427], [0.3470, 2.0359, -3.9592], [-2.9342, -3.1623, 0.2344], [-4.2989, -2.4588, 0.2698], [-5.1252, -2.7913, -1.0177], [-5.1099, -2.9685, 1.4890], [-4.1379, -0.9281, 0.3668], [-5.3021, -0.1045, 0.3668], [-5.1990, 1.2797, 0.2519], [-3.9204, 1.9211, 0.2448], [-3.6149, 3.5995, 0.2483], [-1.9213, 3.2377, 0.2612], [-1.5553, 1.9391, 0.2119], [-2.7308, 1.1161, 0.3080], [-2.8666, -0.3088, 0.3166], [-0.8838, 4.2514, 0.3243], [-1.0507, 5.6487, 0.3446], [0.0765, 6.4543, 0.4483], [1.3810, 5.9070, 0.4757], [1.5338, 4.5163, 0.4925], [0.3867, 3.6970, 0.3850], [-3.0631, -4.2320, 0.0824], [-2.3930, -3.0562, 1.1654], [-2.2994, -2.8085, -0.5627], [-5.1158, -3.8665, -1.2553], [-4.6552, -2.2342, -1.8662], [-6.1549, -2.4672, -0.9434], [-5.1111, -4.0551, 1.4791], [-6.1395, -2.5574, 1.4113], [-4.6360, -2.5715, 2.4156], [-6.3372, -0.4852, 0.4425], [-6.1125, 1.8816, 0.1523], [-1.9244, -0.9083, 0.3076], [-2.0399, 6.1008, 0.1736], [-0.0504, 7.5198, 0.5261], [2.1949, 6.6552, 0.6003], [2.5455, 4.1198, 0.5361], [1.2647, -6.9807, 1.1171], [1.0179, -5.5743, 0.6201], [1.0265, -4.5085, 1.5081], [0.9868, -3.2033, 1.1003], [0.9715, -2.9630, -0.2679], [0.8577, -3.9866, -1.1983], [0.9467, -5.3042, -0.7618], [1.3189, -1.2852, -0.8038], [2.6551, -0.9357, -0.4209], [0.9715, -1.2063, -2.1874], [0.2948, -0.3949, 0.0305], [1.7278, -6.9694, 2.1065], [1.9938, -7.5070, 0.4852], [0.3293, -7.5490, 1.1716], [1.1986, -4.6957, 2.5773], [1.0104, -2.3099, 1.7140], [0.7708, -3.7866, -2.2724], [0.9425, -6.1356, -1.4372]], "lowdin_spin": [0.7631, 0.1500, 0.1404, 0.0103, 0.1395, 0.0233, 0.0908, 0.0789, 0.3984, 0.4147, 0.1348, 0.1479, 0.1557, 0.0001, 0.0317, -0.0048, 0.0384, -0.0035, 0.0298, -0.0028, 0.0086, -0.0014, 0.0034, 0.0195, 0.0008, -0.0012, 0.0026, -0.0011, 0.0021, 0.0002, -0.0016, -0.0001, -0.0004, -0.0040, 0.0378, 0.0015, 0.0267, 0.1216, 0.2550, 0.1875, -0.0050, 0.0310, 0.1000, 0.0852, 0.0555, 0.1159, 0.0472, 0.0813, 0.0000, 0.0001, 0.0000, 0.0000, 0.0000, 0.0003, 0.0000, 0.0001, 0.0000, 0.0023, -0.0012, 0.0011, 0.0069, 0.0003, 0.0073, 0.0003, 0.0000, -0.0001, 0.0001, 0.0004, 0.0019, 0.0001, 0.0002, 0.0035, 0.0149, 0.0032, 0.0526, 0.0000, 0.0000, 0.0000, 0.0000, 0.0005, 0.0000, 0.0000], "s2": 6.05, "multiplicity": 5, "e_homo_ha": [-0.0775, -0.1909], "total_energy_ha": -2908.98455, "e_above_lowest_kcal_mol": 0.0, "total_charge": -1, "fmax_ev_per_a": 3.35}